# C22H23AsN4O7S2V

A structure of composition C22H23AsN4O7S2V (ωB97M-V/def2-TZVPD, the OMol25 dataset).

Results
- 2S+1: 4
- Relative energy (zero: lowest compared OMol25 entry of this formula, charge and spin): 1.129 eV
- Charge: -2
- Electronic energy: -151682.9536 eV
- Kohn-Sham gap (spin up / spin down): 0.178 / 0.208 Eh
- Lowest unoccupied orbital energy (spin up / spin down): 4.2 / 4.2 eV

The geometry in XYZ format:
```
60
Properties=species:S:1:pos:R:3:mulliken_spin:R:1
H 0.1669 -2.0025 -1.5843 0.000
H -1.5395 -3.6496 4.1713 -0.001
C 2.8251 1.7890 3.7572 0.003
H 1.2867 2.3536 -2.5171 -0.001
C -4.6379 -1.2154 -4.4658 -0.001
C 3.1052 2.0206 0.5796 0.004
C -4.7365 1.6784 -4.3730 -0.001
C -0.7518 -3.2894 3.5267 -0.014
O 0.5260 0.0799 -0.4330 -0.066
H 1.3778 4.5095 3.0986 -0.001
H 2.1223 0.6801 -4.0093 0.000
C -1.9314 -1.0439 3.5317 -0.016
C -0.8078 -1.9859 3.0676 0.021
O 3.2079 -2.3087 0.7242 0.002
C 0.3099 -4.0782 3.1278 0.018
O 2.7244 -0.3781 1.7600 0.002
O -1.9541 0.0615 2.9260 -0.027
O 0.3532 -5.3913 3.5288 0.003
C 1.1765 0.1318 -3.9394 -0.001
S -2.2411 1.8213 0.1118 -0.022
C -3.5599 1.5778 -2.2429 0.007
C 1.2233 -2.1780 2.0025 0.043
C -4.0809 -0.4861 -3.3720 0.006
V -0.7627 0.2096 1.2653 2.955
H 2.8216 2.7717 -0.1564 0.001
H 0.3836 2.5120 -0.9654 -0.005
H 2.3147 2.3522 4.5395 0.000
C 1.9649 4.2173 2.2297 -0.001
C -2.9269 0.9089 -1.1909 0.012
H 4.1290 2.1922 0.9149 0.000
O 0.3663 1.8774 2.0348 0.021
H 1.1355 -5.7889 3.1340 0.000
C -2.8707 -0.5257 -1.2409 -0.004
H -0.4678 2.0950 -2.4395 0.001
H 1.4908 4.6188 1.3356 -0.001
C 2.4787 -1.5473 1.3884 -0.005
C 1.3206 -3.5127 2.3709 -0.004
C -4.1312 0.9185 -3.3269 0.004
H 0.3734 0.7764 -4.3041 0.000
As 1.9633 2.2761 2.1095 0.024
N 0.1418 -1.4414 2.2825 0.014
H 3.8752 2.0776 3.7107 0.000
H 0.7149 -2.3070 -3.2457 0.000
C 0.6623 0.5040 -1.5782 0.004
N -5.0907 -1.8131 -5.3425 0.002
O -2.6423 -1.4351 4.4608 0.015
H 1.9030 -2.0959 -1.9189 0.000
C 0.9394 -1.7773 -2.3194 0.002
C -3.4618 -1.1712 -2.3314 0.005
S -2.0963 -1.4701 -0.0122 -0.022
H 2.7308 0.7184 3.9061 -0.001
H 1.2415 -0.7282 -4.6025 0.000
N 0.9141 -0.3440 -2.6011 0.006
H 2.2016 -4.0641 2.0651 0.000
C 0.4733 1.9653 -1.9003 0.011
H -3.4234 -2.2519 -2.3642 0.001
H -3.6018 2.6593 -2.2068 0.001
N -5.2201 2.3131 -5.2063 0.002
H 3.0105 1.0068 0.2118 0.001
H 2.9804 4.6071 2.3167 0.000
```

***

# C22H23AuN2S3Si

A structure of composition C22H23AuN2S3Si (ωB97M-V/def2-TZVPD, the OMol25 dataset).

Results
- 2S+1: 1
- Relative energy (zero: lowest compared OMol25 entry of this formula, charge and spin): 0.000 eV
- Charge: 0
- Electronic energy: -70245.6338 eV
- Kohn-Sham gap: 0.253 Eh
- Lowest unoccupied orbital energy: -0.6 eV

The geometry in XYZ format:
```
52
Properties=species:S:1:pos:R:3:mulliken_charge:R:1
C 3.4398 0.8742 -1.9685 -1.035
N -0.4785 -0.6597 1.8081 0.147
C -5.3909 3.0423 -2.0615 -0.564
C 0.3233 -4.1151 2.5844 -0.508
H 0.3251 -5.7862 1.2650 0.393
H 1.8058 -1.8295 -2.1931 0.316
S 0.2364 -1.6850 4.0302 -0.184
C -0.2695 -3.9925 0.2375 -0.769
C 2.5850 -0.6677 0.8712 0.379
H 3.7107 1.8820 -1.6445 0.296
H -3.4626 3.6705 -2.7702 0.387
C -0.2244 -0.3691 3.0440 -0.163
C 3.7138 -0.0053 2.8960 -0.664
C -0.3189 -2.0157 1.5509 -0.506
H 2.3705 -1.4258 0.1267 0.279
H -0.8194 -2.0582 -0.5382 0.494
H -0.2886 0.6360 3.4328 0.410
C 1.9596 0.5793 0.7677 -0.226
H 1.1563 -1.0836 -3.6539 0.467
C -6.0761 2.2832 -1.1207 -0.560
C 0.8759 1.8827 -3.1470 -1.134
C 3.1005 1.2389 2.8093 -0.509
C -4.0070 3.0883 -2.0365 -0.710
H -5.9073 0.9510 0.5533 0.394
H 0.8532 2.9009 -2.7598 0.315
H -5.9334 3.5902 -2.8205 0.357
C -0.5058 -2.6388 0.3192 -0.559
H 4.3889 -0.2291 3.7116 0.407
C -3.9859 1.6028 -0.1388 0.739
S -1.5543 2.5804 -0.9735 -0.335
C 2.2428 1.5267 1.7597 -0.377
H 3.3024 1.9952 3.5584 0.426
Si 1.5786 0.6601 -1.9209 -0.065
H 3.9257 -1.9270 1.9635 0.433
H 3.9749 0.1656 -1.3361 0.326
H -0.1306 1.6242 -3.4739 0.331
C 1.1299 -1.0539 -2.5617 -0.977
S -3.1048 0.6387 1.0401 -0.551
C -5.3769 1.5619 -0.1669 -0.705
H 0.6435 -4.6805 3.4488 0.429
H 1.7788 2.5034 1.6758 0.467
H -7.1570 2.2368 -1.1410 0.354
H 0.1135 -1.3168 -2.2546 0.234
H -0.4024 -4.5016 -0.7074 0.422
C 0.1443 -4.7241 1.3607 -0.498
C -3.3019 2.3857 -1.0629 0.490
H 3.7937 0.7465 -2.9947 0.388
C 3.4544 -0.9527 1.9152 -0.733
Au -0.9134 0.8479 0.3422 0.768
H 1.5334 1.8666 -4.0221 0.344
N 1.0641 0.9009 -0.2709 0.007
C 0.0849 -2.7448 2.6676 1.132
```

***

# C22H23Cl2N6O5PSY

A structure of composition C22H23Cl2N6O5PSY (ωB97M-V/def2-TZVPD, the OMol25 dataset).

Results
- 2S+1: 1
- Relative energy (zero: lowest compared OMol25 entry of this formula, charge and spin): 0.503 eV
- Charge: +1
- Electronic energy: -88578.4334 eV
- Kohn-Sham gap: 0.279 Eh
- Lowest unoccupied orbital energy: -2.5 eV

The geometry in XYZ format:
```
61
Properties=species:S:1:pos:R:3:mulliken_charge:R:1
C -2.6897 2.9749 1.6225 -0.916
H 3.7645 -3.6951 0.5742 0.338
H -0.4054 2.3315 3.7687 0.388
C -1.3950 0.4598 3.4800 0.591
H -4.1950 -1.9756 -2.8504 0.485
H 4.3626 -1.8013 -2.2080 0.346
O -1.6439 -0.0169 4.5622 -0.659
P 2.9047 -1.1096 0.1299 -0.514
H 5.5462 0.9654 1.5369 0.327
C -3.6179 1.8757 1.1541 0.792
C -0.3791 -2.9911 1.1919 -0.781
N 0.8315 -0.1414 -1.5080 0.708
N 1.7364 -3.5181 1.0243 0.101
N 2.6683 -0.6491 -2.6271 0.161
N 1.4528 1.1574 1.0483 0.317
Y -0.7000 0.3534 0.4466 0.769
H -3.1503 3.5300 2.4414 0.465
C -4.0941 -0.9011 -2.9290 -0.707
H -1.4378 -2.9758 1.3917 0.480
C 0.6176 0.0767 -2.8387 -0.479
C -2.9134 1.1315 -2.2266 -0.022
C 2.0786 -0.5819 -1.4050 -0.214
Cl -3.6585 3.5541 -3.2046 -0.198
O -4.8626 2.2836 1.0329 -0.503
H 3.5160 2.8250 2.9868 0.483
C 2.9620 2.1646 2.3421 -0.780
C -3.1254 -0.2538 -2.1809 0.819
C -4.7679 1.2075 -3.8282 -0.643
H 2.8481 -5.2078 0.4999 0.369
H -5.4278 1.5828 0.6800 0.418
N 0.2901 -1.8735 0.7822 0.997
H 0.9848 3.0526 1.9179 0.776
C 4.8153 0.4978 2.1960 -0.911
C 2.9766 -4.2753 1.0448 -0.935
H 4.0742 -1.4816 -3.9216 0.339
C 0.5039 -4.0218 1.3295 -0.721
H -0.3195 0.4571 -3.2066 0.437
H 0.3546 -5.0438 1.6327 0.495
S -1.6624 2.0019 -1.3616 -0.288
O -3.2396 0.7548 0.8934 -0.458
H -5.6758 -0.6591 -4.3532 0.397
H 3.2682 -4.5050 2.0688 0.327
C -4.9165 -0.1687 -3.7605 -0.518
H 4.8596 -0.5790 2.0684 0.347
N 3.4769 0.9819 1.8954 0.174
C -3.7912 1.8397 -3.0802 0.056
H 5.0643 0.7404 3.2258 0.360
C -1.3567 1.9991 3.3520 -0.657
O -1.0979 -0.1736 2.3942 -0.513
H 1.9545 -0.2040 -4.5982 0.459
C 2.5402 0.3926 1.1105 0.008
C 1.7083 2.2613 1.8153 -0.782
C 4.0316 -1.0539 -2.9236 -0.869
Cl -2.1528 -1.2818 -1.1457 -0.151
H -2.5449 3.6510 0.7809 0.409
H -5.4102 1.7995 -4.4653 0.439
H -2.1597 2.4259 3.9497 0.494
H 4.7110 -0.2027 -2.8807 0.304
O -1.4217 2.4656 1.9892 -0.188
C 1.5654 -2.2137 0.6856 0.039
C 1.7435 -0.2391 -3.5434 -0.806
```

***

# C22H23IrN8S5Si

A structure of composition C22H23IrN8S5Si (ωB97M-V/def2-TZVPD, the OMol25 dataset).

Results
- 2S+1: 5
- Relative energy (zero: lowest compared OMol25 entry of this formula, charge and spin): 0.342 eV
- Charge: 0
- Electronic energy: -100000.3873 eV
- Kohn-Sham gap (spin up / spin down): 0.232 / 0.235 Eh
- Lowest unoccupied orbital energy (spin up / spin down): 0.0 / -1.5 eV

The geometry in XYZ format:
```
60
Properties=species:S:1:pos:R:3:mulliken_spin:R:1
H 4.0155 2.8487 -0.7220 0.000
C -0.0715 3.4393 -1.7806 -0.021
H -1.1838 1.9465 0.9055 0.001
H 2.2961 0.9899 3.7400 0.001
C -1.8475 -2.6662 0.9495 0.004
S 2.1252 4.6921 -1.8706 0.016
C -0.3566 2.6447 3.4845 0.001
H 2.4184 1.5715 2.0815 -0.001
C -2.5550 3.7121 -2.0113 0.001
H 3.7861 -2.1818 -4.4880 0.017
C -1.7394 -3.5555 2.0163 -0.005
C -0.7922 0.9279 1.0439 -0.048
N -1.6835 1.6164 -1.5406 0.009
H -2.5722 -1.8652 0.9949 -0.012
H -0.1099 5.5028 -2.5243 0.000
H -0.1333 -1.3525 3.5954 0.000
S -1.0548 -1.8892 -1.6355 0.492
N 3.1428 2.3772 -0.8722 0.002
C 2.0587 3.0594 -1.2826 0.002
H 3.7000 -2.1039 -2.0809 -0.008
C 1.1604 -0.0971 -3.9297 0.466
N -3.3246 -3.2589 4.0296 -0.007
H -1.4361 2.7714 3.5836 -0.001
H -1.7008 0.3184 1.1582 0.042
S 0.7759 -3.9317 -1.7103 0.727
C -0.1083 -3.8810 -0.2180 0.055
H -2.6154 4.7680 -2.1995 0.000
H 0.0141 3.4586 2.8576 0.000
S 2.0044 -0.7344 -0.2181 0.047
C -2.6120 -3.4064 3.1409 -0.001
C -1.0378 -2.8325 -0.1595 0.024
C -0.5899 -0.3921 3.8371 0.002
H 0.7262 -5.5730 0.8206 -0.021
Ir 0.0096 0.3886 -0.8062 1.630
N -0.5517 -6.2595 3.9232 0.010
C -0.6702 -5.5115 3.0603 -0.011
H -4.5057 0.0372 -1.4211 -0.002
H 0.0848 2.7583 4.4755 0.000
H 1.9909 -0.9234 -5.7241 -0.007
C 2.0645 -0.8614 -4.6486 -0.150
C 0.4145 4.6523 -2.1295 0.003
H -1.6709 -0.5145 3.7609 0.000
C -2.9746 1.3601 -1.5355 -0.018
H -0.3583 -0.1800 4.8822 0.000
C -1.4525 2.9646 -1.8038 0.019
Si 0.0621 0.9722 2.7251 0.008
S -3.9695 2.7361 -1.8840 0.003
C 2.1750 -0.7777 -1.9392 -0.009
C 1.9371 0.8295 2.7205 0.002
H 2.2770 -0.1591 2.4136 -0.001
H -2.9111 -0.6500 -1.3358 0.032
N 0.8600 2.5500 -1.3066 0.056
C -0.7994 -4.5958 1.9654 0.012
C 0.0144 -4.7598 0.8488 -0.038
H 0.3594 0.4714 -4.3710 0.032
C 3.0563 -1.5558 -4.0060 0.413
N 1.2453 -0.0826 -2.5423 0.082
H 2.9925 1.4695 -0.4425 -0.005
N 3.1428 -1.4493 -2.6073 0.158
N -3.5216 0.1672 -1.2671 -0.003
```

***

Repeat the first record exactly.
# C22H23AsN4O7S2V

A structure of composition C22H23AsN4O7S2V (ωB97M-V/def2-TZVPD, the OMol25 dataset).

Results
- 2S+1: 4
- Relative energy (zero: lowest compared OMol25 entry of this formula, charge and spin): 1.129 eV
- Charge: -2
- Electronic energy: -151682.9536 eV
- Kohn-Sham gap (spin up / spin down): 0.178 / 0.208 Eh
- Lowest unoccupied orbital energy (spin up / spin down): 4.2 / 4.2 eV

The geometry in XYZ format:
```
60
Properties=species:S:1:pos:R:3:mulliken_spin:R:1
H 0.1669 -2.0025 -1.5843 0.000
H -1.5395 -3.6496 4.1713 -0.001
C 2.8251 1.7890 3.7572 0.003
H 1.2867 2.3536 -2.5171 -0.001
C -4.6379 -1.2154 -4.4658 -0.001
C 3.1052 2.0206 0.5796 0.004
C -4.7365 1.6784 -4.3730 -0.001
C -0.7518 -3.2894 3.5267 -0.014
O 0.5260 0.0799 -0.4330 -0.066
H 1.3778 4.5095 3.0986 -0.001
H 2.1223 0.6801 -4.0093 0.000
C -1.9314 -1.0439 3.5317 -0.016
C -0.8078 -1.9859 3.0676 0.021
O 3.2079 -2.3087 0.7242 0.002
C 0.3099 -4.0782 3.1278 0.018
O 2.7244 -0.3781 1.7600 0.002
O -1.9541 0.0615 2.9260 -0.027
O 0.3532 -5.3913 3.5288 0.003
C 1.1765 0.1318 -3.9394 -0.001
S -2.2411 1.8213 0.1118 -0.022
C -3.5599 1.5778 -2.2429 0.007
C 1.2233 -2.1780 2.0025 0.043
C -4.0809 -0.4861 -3.3720 0.006
V -0.7627 0.2096 1.2653 2.955
H 2.8216 2.7717 -0.1564 0.001
H 0.3836 2.5120 -0.9654 -0.005
H 2.3147 2.3522 4.5395 0.000
C 1.9649 4.2173 2.2297 -0.001
C -2.9269 0.9089 -1.1909 0.012
H 4.1290 2.1922 0.9149 0.000
O 0.3663 1.8774 2.0348 0.021
H 1.1355 -5.7889 3.1340 0.000
C -2.8707 -0.5257 -1.2409 -0.004
H -0.4678 2.0950 -2.4395 0.001
H 1.4908 4.6188 1.3356 -0.001
C 2.4787 -1.5473 1.3884 -0.005
C 1.3206 -3.5127 2.3709 -0.004
C -4.1312 0.9185 -3.3269 0.004
H 0.3734 0.7764 -4.3041 0.000
As 1.9633 2.2761 2.1095 0.024
N 0.1418 -1.4414 2.2825 0.014
H 3.8752 2.0776 3.7107 0.000
H 0.7149 -2.3070 -3.2457 0.000
C 0.6623 0.5040 -1.5782 0.004
N -5.0907 -1.8131 -5.3425 0.002
O -2.6423 -1.4351 4.4608 0.015
H 1.9030 -2.0959 -1.9189 0.000
C 0.9394 -1.7773 -2.3194 0.002
C -3.4618 -1.1712 -2.3314 0.005
S -2.0963 -1.4701 -0.0122 -0.022
H 2.7308 0.7184 3.9061 -0.001
H 1.2415 -0.7282 -4.6025 0.000
N 0.9141 -0.3440 -2.6011 0.006
H 2.2016 -4.0641 2.0651 0.000
C 0.4733 1.9653 -1.9003 0.011
H -3.4234 -2.2519 -2.3642 0.001
H -3.6018 2.6593 -2.2068 0.001
N -5.2201 2.3131 -5.2063 0.002
H 3.0105 1.0068 0.2118 0.001
H 2.9804 4.6071 2.3167 0.000
```

***

The highest electronic energy belongs to which entry?
C22H23AuN2S3Si